76
Properties=species:S:1:pos:R:3:forces:R:3 method="wB97M-V/def2-TZVPD" total_energy_ev=-206661.6701 gap_ev="6.83 / 4.37" charge=+1 multiplicity=5 homo_ev="-9.675 / -9.624" lumo_energy_ev="-2.85 / -5.26"
Rh -0.629850 -0.028097 -0.131915 0.229 0.897 -0.949
C -0.063999 1.517098 3.004054 0.100 0.015 -0.088
C -0.925626 0.312276 3.138248 -0.168 0.130 0.388
C -1.149324 -0.252153 4.410977 -0.097 -0.084 -0.055
C -1.999559 -1.310923 4.545966 -0.034 0.053 -0.022
C -2.601732 -1.869105 3.400662 0.488 0.447 -0.355
C -3.513586 -2.952453 3.422228 -0.138 -0.322 0.508
Br -4.055696 -3.724632 5.064114 0.131 0.234 -0.498
C -4.017425 -3.482586 2.253390 -0.091 -0.101 -0.449
C -3.593709 -2.984662 1.033737 -0.727 -0.852 -0.428
Br -4.271662 -3.713898 -0.568506 0.118 0.096 0.402
C -2.650907 -1.933163 0.907818 0.307 0.503 -0.850
O -2.240201 -1.531837 -0.216784 -0.512 -0.527 0.858
C -2.220030 -1.324371 2.150863 0.148 0.280 1.033
N -1.443985 -0.231145 2.055956 -0.082 -0.213 -0.020
H -0.190310 2.196347 3.844095 -0.092 0.035 0.030
H -0.254033 2.031586 2.063262 0.016 -0.007 0.020
H 0.971672 1.172710 3.007324 0.059 0.143 -0.023
H -0.646556 0.165150 5.270141 -0.013 0.074 0.050
H -2.219135 -1.728974 5.517807 0.032 -0.002 0.029
H -4.727631 -4.296211 2.282743 0.005 0.001 -0.001
O 0.632605 -1.749312 1.495404 0.099 -0.659 -0.047
S 1.869177 -1.001310 1.423473 0.243 1.359 -0.689
O 2.373459 -0.411818 2.635950 0.441 -0.336 0.171
N 1.499152 0.165393 0.337881 -0.940 -2.221 1.214
C 2.241459 1.193633 -0.094081 1.346 0.760 -0.198
C 3.580599 1.430555 0.204272 -0.874 -0.290 -0.067
C 4.253879 2.498733 -0.382761 -0.076 0.514 -0.440
C 3.628955 3.348419 -1.266578 0.283 0.010 0.217
C 2.269676 3.160920 -1.596239 -0.091 -0.373 0.237
C 1.544229 3.969765 -2.496220 -0.268 -0.141 -0.016
C 0.232794 3.672874 -2.770607 0.319 0.101 0.013
C -0.363536 2.578556 -2.133252 0.072 -0.104 0.126
N 0.273447 1.826640 -1.264600 -0.556 -0.060 -0.100
C 1.568170 2.079868 -0.998995 0.765 0.263 0.072
C 3.103530 -2.109595 0.756289 -0.456 0.291 0.377
C 4.441576 -1.977355 1.074091 0.117 0.132 0.060
C 5.343924 -2.910281 0.586955 0.019 0.042 0.001
C 4.903327 -3.952644 -0.214428 -0.034 -0.011 0.047
C 3.551545 -4.095372 -0.492370 -0.042 0.036 -0.036
C 2.645385 -3.176323 0.006785 -0.085 -0.154 -0.066
H 4.082645 0.771869 0.892134 0.119 -0.001 0.087
H 5.294765 2.648776 -0.136502 0.075 0.080 -0.012
H 4.169960 4.175420 -1.699799 0.043 0.074 -0.094
H 2.026391 4.808084 -2.975131 0.103 0.103 -0.031
H -0.347304 4.261598 -3.463240 -0.015 0.061 -0.085
H -1.390724 2.313032 -2.332362 -0.141 0.004 -0.019
H 4.759552 -1.175058 1.721280 0.085 0.042 0.086
H 6.387478 -2.838421 0.853820 0.079 0.059 -0.030
H 5.610647 -4.672614 -0.598897 0.047 -0.053 -0.004
H 3.198179 -4.929744 -1.078002 -0.011 -0.091 -0.068
H 1.581341 -3.279191 -0.135059 -0.074 -0.138 -0.143
N -0.891124 -1.457815 -5.745243 -0.449 0.017 -0.490
C -0.216465 -1.492790 -4.580639 0.417 0.117 0.843
C -0.739008 -0.982316 -3.362762 -0.034 -0.251 -0.576
N 0.008339 -0.911385 -2.281921 0.095 -0.058 0.188
C 1.260456 -1.364740 -2.358982 0.395 -0.182 -0.126
C 1.736874 -1.947538 -3.523106 -0.160 0.205 0.431
N 1.014890 -2.001256 -4.621917 -0.288 -0.065 -0.486
H -1.885242 -1.322560 -5.752713 -0.008 0.010 -0.053
H -0.468722 -1.933925 -6.527495 -0.104 0.016 0.106
H -1.766156 -0.659773 -3.285286 -0.155 0.116 -0.022
H 1.886472 -1.274674 -1.490114 -0.026 0.053 0.055
H 2.716498 -2.400296 -3.568039 0.171 0.065 0.086
C -4.150628 4.471015 0.903470 -0.016 0.613 0.190
N -3.744062 3.155690 0.481069 0.195 -0.316 -0.064
C -4.561640 2.110941 0.170430 -0.166 -0.415 -0.120
C -3.745976 1.076495 -0.189668 -0.456 0.200 0.011
N -2.447236 1.476155 -0.104530 0.285 0.028 0.041
C -2.480014 2.728214 0.307508 0.126 -0.109 -0.111
H -5.237935 4.522880 0.932325 0.106 -0.034 -0.008
H -3.779569 5.225426 0.206914 -0.080 -0.071 0.042
H -3.757996 4.692845 1.897532 -0.081 -0.040 -0.064
H -5.630436 2.178542 0.226455 -0.129 0.069 0.004
H -4.015707 0.092379 -0.515267 -0.077 -0.148 -0.058
H -1.628611 3.362435 0.466589 0.171 0.075 0.035

---

76
Properties=species:S:1:pos:R:3:forces:R:3 method="wB97M-V/def2-TZVPD" total_energy_ev=-206660.8358 gap_ev="4.26 / 5.48" charge=+1 multiplicity=5 homo_ev="-7.509 / -10.902" lumo_energy_ev="-3.24 / -5.42"
Rh 0.045359 0.377105 0.666324 0.175 0.086 -0.106
C -3.571344 -0.799638 1.199464 0.077 0.011 -0.107
C -3.137887 0.183404 2.229172 0.771 0.225 -0.070
C -4.028952 0.646698 3.195915 -0.025 0.648 0.893
C -3.614682 1.542912 4.166948 -0.165 -0.506 -0.590
C -2.283892 1.988204 4.167292 0.127 -0.235 -0.397
C -1.731969 2.893472 5.107497 0.101 0.363 0.449
Br -2.806274 3.600566 6.488841 0.269 -0.143 -0.294
C -0.398902 3.281914 5.050704 -0.228 -0.019 0.112
C 0.415026 2.803316 4.047785 0.672 0.063 -0.264
Br 2.233956 3.276383 3.929685 -0.438 0.031 0.191
C -0.074443 1.933665 3.031445 0.996 -0.138 -0.652
O 0.679794 1.576299 2.059887 -0.166 1.172 2.025
C -1.442756 1.498767 3.138397 -1.115 -0.553 -0.042
N -1.873605 0.623282 2.209627 -0.184 0.171 0.020
H -4.613658 -1.070649 1.339549 -0.031 -0.057 -0.005
H -2.958123 -1.698502 1.249085 0.055 -0.067 0.025
H -3.446908 -0.383302 0.200545 -0.049 0.068 0.048
H -5.048941 0.298086 3.188042 -0.102 -0.045 -0.004
H -4.307349 1.896942 4.915017 -0.020 0.017 0.053
H -0.006794 3.960016 5.790599 0.063 0.057 0.068
O -2.606976 -1.871393 -1.888660 0.111 -0.234 -0.178
S -1.682150 -0.780682 -1.825911 0.020 0.403 -0.284
O -2.245260 0.529504 -1.640003 -0.055 -0.246 -0.103
N -0.586487 -1.008299 -0.585555 -0.584 -1.043 -1.096
C -0.266302 -2.289850 -0.236154 0.291 0.679 0.867
C -0.434874 -3.436857 -1.036027 -0.041 -1.828 -0.455
C -0.129330 -4.684976 -0.522579 -0.442 0.713 -1.107
C 0.343397 -4.837127 0.773952 0.149 0.215 0.534
C 0.600943 -3.711302 1.581068 0.208 0.136 0.463
C 1.129096 -3.772542 2.885739 -0.220 -0.642 -0.615
C 1.362587 -2.582887 3.567770 -0.038 1.359 -0.012
C 1.083599 -1.372476 2.969260 0.638 -0.657 1.612
N 0.550014 -1.282724 1.734532 -0.538 -0.118 -1.221
C 0.311052 -2.431559 1.052795 -0.083 0.104 -0.305
C -0.687375 -0.716680 -3.327973 -0.080 -0.080 0.546
C 0.695304 -0.778440 -3.289357 0.146 -0.173 0.160
C 1.416992 -0.643478 -4.466125 -0.001 -0.008 -0.029
C 0.757758 -0.482238 -5.674480 0.047 0.013 0.052
C -0.627641 -0.420154 -5.703406 -0.097 0.034 0.112
C -1.353434 -0.517863 -4.524116 -0.185 -0.043 -0.120
H -0.816160 -3.338476 -2.037905 0.013 -0.143 -0.060
H -0.265165 -5.559714 -1.140494 -0.053 -0.017 -0.081
H 0.522176 -5.817167 1.189113 0.061 -0.123 -0.028
H 1.359232 -4.725303 3.330645 0.000 -0.162 0.061
H 1.772586 -2.598592 4.564600 0.070 0.087 0.086
H 1.306710 -0.444297 3.473069 -0.003 0.065 0.025
H 1.208547 -0.929841 -2.349849 0.017 0.060 0.043
H 2.496563 -0.657673 -4.441567 0.074 -0.077 0.045
H 1.327787 -0.411075 -6.589876 -0.015 0.047 -0.053
H -1.143727 -0.292536 -6.641719 -0.082 0.013 -0.089
H -2.430111 -0.453288 -4.522098 -0.162 -0.004 -0.104
N -0.625215 3.332485 -3.842496 0.085 -0.045 -0.273
C -0.765434 3.272691 -2.499128 0.125 0.084 0.638
C -0.240807 2.199983 -1.746803 0.085 0.307 0.022
N -0.434691 2.114646 -0.439989 -0.024 0.293 -0.400
C -1.069559 3.136657 0.151761 -0.105 0.259 0.117
C -1.503817 4.224764 -0.584675 0.068 -0.347 0.226
N -1.375452 4.291099 -1.896158 0.066 -0.044 -0.478
H -0.436644 2.491015 -4.359997 -0.029 0.027 -0.037
H -1.127803 4.074607 -4.302161 0.027 -0.093 -0.058
H 0.309408 1.413259 -2.239210 0.016 -0.044 0.082
H -1.226066 3.101036 1.218975 -0.030 -0.033 -0.116
H -1.989557 5.063716 -0.109417 -0.048 0.039 0.163
C 5.310896 -1.568082 -1.149923 0.453 -0.357 0.160
N 4.244827 -0.619685 -0.955651 -0.295 0.143 -0.052
C 4.244066 0.697838 -1.308485 -0.012 0.489 -0.112
C 3.042072 1.210045 -0.912538 0.290 -0.160 -0.145
N 2.314135 0.221762 -0.327556 -0.474 -0.265 0.340
C 3.063411 -0.861127 -0.360613 -0.324 0.115 0.065
H 5.894616 -1.301265 -2.030144 -0.108 -0.026 0.033
H 4.893291 -2.567155 -1.280805 0.038 0.108 -0.045
H 5.971905 -1.579773 -0.280491 -0.013 -0.003 -0.094
H 5.074329 1.164738 -1.794812 0.243 0.036 -0.121
H 2.654071 2.203753 -1.018299 0.023 0.212 -0.021
H 2.781014 -1.825960 0.018105 -0.010 -0.174 0.088

---

73
Properties=species:S:1:pos:R:3:forces:R:3 method="wB97M-V/def2-TZVPD" total_energy_ev=-99924.4037 gap_ev=6.28 homo_ev=-7.353 lumo_energy_ev=-1.07
Cd 1.662504 0.434306 -1.398802 0.042 0.038 -0.008
S 4.080525 0.740408 -0.768985 -0.207 -0.003 -0.091
C 3.685160 1.376934 0.827798 -0.016 -0.015 0.159
C 4.239281 0.795516 1.976402 -0.037 0.029 -0.063
C 3.979620 1.295424 3.243363 0.012 -0.020 -0.019
C 3.165890 2.411633 3.399686 0.009 -0.011 -0.049
C 2.612382 3.010050 2.277622 -0.004 -0.044 0.004
C 2.841714 2.490414 1.006867 0.055 -0.018 0.032
S 2.119398 3.212533 -0.445124 -0.259 -0.117 0.058
C 0.472947 3.742324 0.146272 0.206 0.008 -0.065
C -0.382339 2.603723 0.602610 -0.113 -0.124 -0.192
C -0.688233 2.380657 1.882991 -0.126 0.006 0.029
C -1.571348 1.218154 2.259198 0.026 0.035 -0.009
C -2.275809 0.671289 1.012617 0.329 0.099 0.047
C -1.156872 0.382145 0.004922 -0.053 0.035 -0.038
C -1.645690 -0.506912 -1.174602 0.057 0.005 0.087
S -0.434070 -1.702606 -1.846147 0.265 0.132 0.061
C -0.521008 -1.517658 -3.601355 -0.127 -0.177 -0.040
C -0.962798 -2.641154 -4.307859 0.014 0.089 -0.003
C -0.955043 -2.657990 -5.690013 -0.014 0.011 -0.006
C -0.507008 -1.531851 -6.373292 0.012 0.029 0.050
C -0.068009 -0.419473 -5.678326 -0.009 0.032 0.039
C -0.055110 -0.376420 -4.274956 -0.023 0.035 -0.012
S 0.468004 1.105630 -3.487170 0.082 -0.179 -0.038
N -0.875490 1.772302 -0.464762 0.344 -0.233 -0.165
H 4.880238 -0.068557 1.847579 -0.026 0.031 0.019
H 4.422034 0.819965 4.111639 -0.017 0.012 -0.051
H 2.977041 2.823466 4.384056 0.006 -0.011 -0.045
H 2.002861 3.897526 2.395222 0.014 -0.026 -0.006
H 0.047929 4.189266 -0.753251 0.008 0.033 0.068
H 0.560524 4.514206 0.908433 -0.002 0.019 0.011
H -0.261171 2.995643 2.667778 -0.019 -0.013 -0.021
H -2.300316 1.523205 3.014100 -0.023 -0.023 0.012
H -2.929291 -0.169407 1.241148 -0.153 0.077 -0.016
H -1.948911 0.107656 -2.018909 -0.009 0.071 -0.028
H -2.497362 -1.096794 -0.838047 -0.082 0.033 0.007
H -1.316783 -3.500579 -3.750829 0.021 0.030 -0.013
H -1.299536 -3.533127 -6.227067 0.017 0.038 0.018
H -0.493574 -1.524035 -7.456804 0.003 0.009 0.030
H 0.293362 0.451404 -6.211286 -0.017 -0.036 -0.006
O -2.719560 -5.185029 2.051252 -0.073 -0.022 -0.382
N -2.592895 -3.979241 1.999373 0.399 0.065 0.959
O -3.442268 -3.181305 2.346426 -0.172 0.041 -0.317
C -1.273947 -3.429408 1.635129 -0.228 0.251 -0.138
C -0.385539 -4.244878 1.073401 0.228 -0.183 -0.146
C 0.929407 -3.770695 0.653637 -0.117 -0.156 0.042
C 1.875987 -4.628205 0.100539 -0.033 -0.107 0.012
C 3.070362 -4.112301 -0.363816 0.030 0.028 -0.024
C 3.271003 -2.739083 -0.286619 0.037 -0.026 0.007
N 2.369089 -1.910963 0.228364 0.183 0.110 0.021
C 1.245893 -2.412207 0.703729 -0.114 0.132 0.030
C 0.245096 -1.453309 1.230619 -0.104 0.086 0.104
N 0.122361 -0.164439 0.493671 0.221 0.130 0.033
C 0.504889 -0.138182 1.897206 -0.251 -0.182 0.008
C -0.658973 0.097399 2.864293 -0.016 0.039 -0.075
C -1.399657 -1.214425 2.878881 -0.028 0.102 0.083
C -0.945925 -2.039545 1.935902 -0.015 -0.169 -0.060
H -0.649406 -5.283607 0.919268 0.018 0.021 -0.045
H 1.659716 -5.688722 0.027785 0.028 0.041 -0.004
H 3.826269 -4.750124 -0.800795 -0.011 0.007 0.014
H 4.178559 -2.270187 -0.653996 -0.041 -0.006 -0.013
H 1.505597 0.217492 2.113672 -0.012 0.013 -0.048
H -0.309813 0.402728 3.852399 0.035 -0.020 -0.012
H -2.260015 -1.400185 3.508451 0.048 0.018 -0.055
C -3.709842 3.480046 1.029527 -0.231 -0.044 -0.029
Te -2.989115 2.234874 -0.518292 -0.077 -0.127 0.128
C -2.407211 3.995141 -1.649221 0.121 0.038 0.094
H -4.136607 4.384266 0.598307 -0.006 -0.043 0.025
H -2.848222 3.721102 1.649621 0.023 0.056 0.017
H -4.449988 2.930994 1.610705 0.032 0.027 0.004
H -2.101501 4.831783 -1.021487 0.003 -0.030 0.006
H -3.287664 4.276532 -2.227772 -0.012 0.041 0.020
H -1.601723 3.704471 -2.322876 -0.047 -0.017 -0.011